No. 1
The following is a quantum chemistry calculation of a structure of composition C39H31AsBrN2O2PPdS2 at a distorted geometry, from OMol25.

```
! RIJCOSX wB97M-V def2-TZVPD def2/J DEFGRID3
* xyz -2 1
Pd 1.191 -2.463 0.289
S 0.496 -3.659 2.625
C -0.467 -4.672 1.652
N -0.651 -4.537 0.360
C -1.453 -5.539 -0.144
C -1.805 -5.659 -1.488
C -2.629 -6.698 -1.890
C -3.116 -7.628 -0.968
C -2.769 -7.523 0.373
C -1.942 -6.484 0.778
S -1.325 -6.076 2.342
H -1.418 -4.934 -2.193
H -2.896 -6.787 -2.936
H -3.759 -8.433 -1.301
H -3.139 -8.243 1.093
C -0.746 0.918 -1.126
C -0.626 2.378 -0.723
As -2.042 3.507 -1.471
C -1.819 5.063 -0.294
C -2.856 5.984 -0.173
C -2.723 7.107 0.633
C -1.535 7.328 1.320
C -0.494 6.424 1.201
C -0.634 5.292 0.398
C -3.542 2.690 -0.523
C -4.551 2.099 -1.273
C -5.600 1.432 -0.645
C -5.639 1.357 0.737
C -4.630 1.941 1.493
C -3.585 2.603 0.867
P 0.301 -0.385 -0.172
C 1.924 0.518 -0.156
C 2.384 1.143 -1.319
C 3.671 1.650 -1.419
C 4.548 1.547 -0.346
C 4.112 0.917 0.813
C 2.828 0.405 0.900
C -0.410 0.047 1.481
C -1.530 -0.679 1.894
C -2.135 -0.432 3.116
C -1.627 0.537 3.973
C -0.510 1.263 3.584
C 0.082 1.023 2.347
H -0.536 0.785 -2.191
H -1.768 0.555 -0.969
H 0.326 2.801 -1.047
H -0.686 2.480 0.363
H -3.791 5.819 -0.698
H -3.546 7.805 0.725
H -1.428 8.202 1.951
H 0.433 6.581 1.738
H 0.185 4.590 0.333
H -4.518 2.146 -2.356
H -6.373 0.962 -1.241
H -6.442 0.823 1.229
H -4.632 1.852 2.571
H -2.787 3.025 1.469
H 1.734 1.201 -2.184
H 3.997 2.106 -2.347
H 5.561 1.924 -0.423
H 4.789 0.785 1.649
H 2.532 -0.160 1.782
H -1.887 -1.491 1.271
H -2.986 -1.032 3.414
H -2.080 0.705 4.943
H -0.090 2.012 4.245
H 0.959 1.595 2.066
Br 8.840 -0.675 -1.765
C 7.340 -1.701 -2.332
C 7.403 -2.360 -3.548
N 6.384 -3.080 -4.011
C 5.277 -3.133 -3.267
C 5.137 -2.521 -2.025
C 6.210 -1.791 -1.543
C 3.846 -2.614 -1.222
O 2.816 -2.377 -1.878
O 3.968 -2.874 -0.016
H 8.299 -2.292 -4.154
H 4.437 -3.684 -3.670
H 6.143 -1.313 -0.575
*
```

* energy relative to the best compared isomer or geometry (same formula, charge and spin): 0.956 eV
* E_HOMO: -0.51 eV
* energy: -7840.239672 Ha

Mulliken charges, unit e, in atom order: atom 1 (Pd): -0.457, atom 2 (S): -0.439, atom 3 (C): 0.322, atom 4 (N): -0.105, atom 5 (C): -0.686, atom 6 (C): -0.570, atom 7 (C): -0.388, atom 8 (C): -0.430, atom 9 (C): -0.436, atom 10 (C): 0.816, atom 11 (S): -0.350, atom 12 (H): 0.456, atom 13 (H): 0.338, atom 14 (H): 0.334, atom 15 (H): 0.336, atom 16 (C): -1.787, atom 17 (C): -0.254, atom 18 (As): 0.252, atom 19 (C): 0.058, atom 20 (C): -0.351, atom 21 (C): -0.568, atom 22 (C): -0.347, atom 23 (C): -0.751, atom 24 (C): -0.014, atom 25 (C): 0.019, atom 26 (C): -0.400, atom 27 (C): -0.478, atom 28 (C): -0.462, atom 29 (C): -0.573, atom 30 (C): 0.161, atom 31 (P): 0.711, atom 32 (C): 0.802, atom 33 (C): -0.747, atom 34 (C): -0.773, atom 35 (C): -0.567, atom 36 (C): -0.831, atom 37 (C): -0.193, atom 38 (C): 1.175, atom 39 (C): -0.754, atom 40 (C): -0.874, atom 41 (C): -0.542, atom 42 (C): -0.726, atom 43 (C): -0.375, atom 44 (H): 0.621, atom 45 (H): 0.678, atom 46 (H): 0.752, atom 47 (H): -0.026, atom 48 (H): 0.323, atom 49 (H): 0.360, atom 50 (H): 0.354, atom 51 (H): 0.374, atom 52 (H): 0.372, atom 53 (H): 0.302, atom 54 (H): 0.378, atom 55 (H): 0.364, atom 56 (H): 0.376, atom 57 (H): 0.235, atom 58 (H): 0.367, atom 59 (H): 0.362, atom 60 (H): 0.395, atom 61 (H): 0.334, atom 62 (H): 0.461, atom 63 (H): 0.330, atom 64 (H): 0.456, atom 65 (H): 0.373, atom 66 (H): 0.381, atom 67 (H): 0.450, atom 68 (Br): -0.254, atom 69 (C): 0.016, atom 70 (C): -0.148, atom 71 (N): -0.661, atom 72 (C): -0.130, atom 73 (C): 0.093, atom 74 (C): -0.340, atom 75 (C): 0.628, atom 76 (O): -0.719, atom 77 (O): -0.748, atom 78 (H): 0.331, atom 79 (H): 0.433, atom 80 (H): 0.575

No. 2
The following is a quantum chemistry calculation of the ion C5H11NO with charge +1 at a distorted geometry, from OMol25.

```
! RIJCOSX wB97M-V def2-TZVPD def2/J DEFGRID3
* xyz 1 2
C 0.772 -1.452 1.366
C 0.611 -1.645 -0.217
C 0.414 -0.404 -0.908
C -0.774 0.390 -0.282
C -0.319 1.739 -0.402
N -1.469 2.552 -0.486
O 0.788 2.231 -0.322
H 0.106 -0.862 1.954
H 1.680 -0.830 1.546
H 1.066 -2.258 2.044
H 1.756 -1.880 -0.407
H 0.142 -2.608 -0.538
H 1.348 0.206 -1.210
H 0.259 -0.738 -1.979
H -1.708 -0.033 -0.652
H -0.859 -0.015 0.793
H -1.531 3.530 -0.121
H -2.282 2.077 -0.181
*
```

* expectation value of S²: 0.760
* energy relative to the best compared isomer or geometry (same formula, charge and spin): 3.834 eV
* E_HOMO (spin up / spin down): -15.13 / -14.90 eV
* energy: -326.683185 Ha

natural (NBO) charges, unit e, in atom order: atom 1 (C): -0.658, atom 2 (C): -0.442, atom 3 (C): -0.410, atom 4 (C): -0.549, atom 5 (C): 0.667, atom 6 (N): -0.656, atom 7 (O): -0.166, atom 8 (H): 0.198, atom 9 (H): 0.222, atom 10 (H): 0.259, atom 11 (H): 0.280, atom 12 (H): 0.267, atom 13 (H): 0.270, atom 14 (H): 0.266, atom 15 (H): 0.291, atom 16 (H): 0.318, atom 17 (H): 0.437, atom 18 (H): 0.405

No. 3
The following is a quantum chemistry calculation of a cluster of 2 separate species, C4H12BN in total at a distorted geometry, from OMol25.

```
! RIJCOSX wB97M-V def2-TZVPD def2/J DEFGRID3
* xyz 0 1
B 2.445 0.123 -0.425
C -0.289 1.117 -0.785
C -1.830 -0.834 -0.178
C 0.118 0.010 1.324
C -0.292 -0.362 -0.080
N 0.589 -1.302 -0.672
H 2.956 -0.223 0.513
H 2.705 0.913 -1.312
H -1.137 1.085 -1.420
H -0.321 1.847 0.053
H 0.677 1.278 -1.307
H -2.324 -0.252 0.659
H -2.116 -1.873 -0.033
H -2.295 -0.485 -1.096
H 0.430 -0.938 1.686
H 1.009 0.649 1.231
H -0.734 0.466 1.806
H 0.530 -1.303 -1.654
*
```

* energy relative to the best compared isomer or geometry (same formula, charge and spin): 5.913 eV
* E_HOMO: -8.25 eV
* energy: -239.019164 Ha

natural (NBO) charges, unit e, in atom order: atom 1 (B): 0.594, atom 2 (C): -0.641, atom 3 (C): -0.625, atom 4 (C): -0.609, atom 5 (C): 0.127, atom 6 (N): -0.782, atom 7 (H): -0.142, atom 8 (H): -0.109, atom 9 (H): 0.211, atom 10 (H): 0.200, atom 11 (H): 0.201, atom 12 (H): 0.197, atom 13 (H): 0.221, atom 14 (H): 0.200, atom 15 (H): 0.225, atom 16 (H): 0.179, atom 17 (H): 0.218, atom 18 (H): 0.334